[1]
Density functional theory data (ωB97M-V/def2-TZVPD) for a structure of composition CH4BrP at a distorted geometry.

Each line ends with the natural charge from an NBO analysis.
CARTESIAN COORDINATES (ANGSTROEM)
P (-0.12, 1.57, -0.59)  0.72
Br (-2.13, 2.36, 1.51)  -0.46
H (0.83, 2.06, 0.45)  -0.02
H (-1.40, -0.56, -0.29)  0.28
C (-0.36, -0.13, -0.08)  -1.05
H (0.26, -0.86, -0.74)  0.26
H (-0.09, -0.30, 0.95)  0.26

## Properties
HOMO (eV): -9.5
Relative energy (zero: lowest compared OMol25 entry of this formula, charge and spin) (kJ/mol): 168.6
Gap between HOMO and LUMO (eV): 7.31
Spin multiplicity: 1



[2]
Density functional theory data (ωB97M-V/def2-TZVPD) for the molecule C4H8O2 at a distorted geometry.

Each line ends with the natural charge from an NBO analysis.
CARTESIAN COORDINATES (ANGSTROEM)
H (-1.06, 1.84, 0.44)  0.18
H (0.44, -0.85, -2.00)  0.20
H (0.87, -2.02, -0.76)  0.23
C (0.66, -0.94, -0.91)  -0.68
O (1.03, 1.66, 0.28)  -0.70
H (-1.20, 0.02, 2.14)  0.23
H (-1.23, -1.12, -1.25)  0.48
C (-0.33, 0.01, 1.48)  -0.46
C (-0.48, -0.31, 0.01)  0.22
O (-1.71, -0.73, -0.50)  -0.69
H (0.60, -0.25, 1.99)  0.23
C (-0.25, 1.11, 0.46)  0.04
H (1.58, -0.38, -0.76)  0.24
H (1.07, 1.96, -0.63)  0.47

## Properties
HOMO (eV): -9.1
Relative energy (zero: lowest compared OMol25 entry of this formula, charge and spin) (kJ/mol): 247.7
Gap between HOMO and LUMO (eV): 9.90
Spin multiplicity: 1



[3]
Density functional theory data (ωB97M-V/def2-TZVPD) for the molecule C4H4 at a distorted geometry.

Each line ends with the natural charge from an NBO analysis.
CARTESIAN COORDINATES (ANGSTROEM)
H (-0.71, -1.28, -0.86)  0.25
H (-0.46, 1.63, 0.01)  0.22
C (-0.02, -0.42, -0.87)  -0.68
C (-0.04, 0.16, 1.45)  -0.45
C (0.61, -0.09, 2.50)  0.12
H (1.03, -0.75, -0.79)  0.26
C (-0.19, 0.52, 0.23)  0.06
H (-0.23, 0.23, -1.67)  0.22

## Properties
HOMO (eV): -9.9
Relative energy (zero: lowest compared OMol25 entry of this formula, charge and spin) (kJ/mol): 257.9
Gap between HOMO and LUMO (eV): 8.69
Spin multiplicity: 1



[4]
Density functional theory data (ωB97M-V/def2-TZVPD) for a structure of composition C33H31IrP3S2 at a distorted geometry.

Each line ends with the Mulliken spin population.
CARTESIAN COORDINATES (ANGSTROEM)
H (3.70, 2.19, 4.33)  0.00
C (3.25, 1.85, 1.00)  0.05
P (2.10, 0.92, -0.05)  0.17
H (-1.44, -3.64, 2.74)  0.00
H (1.93, -5.91, -0.20)  0.01
H (-1.58, 3.11, 4.36)  0.00
C (-2.03, 3.41, -3.08)  0.00
S (2.42, -1.00, 0.58)  0.24
C (-1.53, 2.94, -1.89)  0.00
C (2.57, 2.54, -3.73)  0.00
H (0.77, -3.22, 2.61)  0.00
H (-0.27, 2.41, 2.37)  -0.04
C (3.07, 0.07, -2.54)  -0.01
H (3.80, -0.53, -4.45)  0.00
C (-1.66, 1.59, -1.58)  0.04
H (3.27, -0.88, -2.07)  -0.01
C (0.58, 1.72, 0.21)  0.72
C (1.05, -4.17, 2.13)  0.01
H (1.83, 3.14, -1.79)  0.00
H (2.13, -4.20, 2.06)  0.00
H (-3.29, 0.53, -4.34)  0.00
H (-3.06, 2.93, -4.89)  0.00
H (0.41, -6.14, -1.07)  0.00
H (-1.80, -4.81, -1.36)  0.01
C (-3.45, 2.45, 3.55)  0.00
H (-5.16, 1.72, 2.48)  0.00
C (2.54, 1.12, -1.80)  0.00
C (3.12, 1.50, -4.46)  0.00
H (0.53, -6.61, 0.64)  0.00
H (-2.39, -0.33, -2.21)  -0.01
H (-3.84, 1.01, 0.50)  -0.01
C (4.24, 2.69, 0.53)  0.01
C (-3.42, -3.70, 1.95)  -0.01
C (3.85, 2.34, 3.27)  0.01
C (-3.37, 1.49, 1.35)  0.00
C (-3.63, -4.36, -0.35)  0.00
H (4.40, 2.82, -0.53)  0.00
H (2.37, 3.49, -4.19)  0.00
P (-0.98, 1.00, 0.00)  0.11
H (-1.03, 3.60, -1.19)  -0.01
H (0.68, -5.01, 2.72)  0.00
C (-4.09, 1.87, 2.46)  0.00
H (5.45, 3.73, 3.51)  0.00
H (3.35, 1.65, -5.51)  0.00
C (-4.21, -3.94, 0.84)  0.01
H (-4.25, -4.56, -1.21)  0.00
H (-5.27, -3.77, 0.89)  0.00
C (-2.80, 1.20, -3.66)  0.01
C (3.37, 0.27, -3.88)  0.01
H (2.29, 0.97, 2.71)  -0.01
C (-2.26, -4.52, -0.43)  0.01
C (5.03, 3.38, 1.45)  0.01
H (-1.93, 4.46, -3.33)  0.00
C (3.06, 1.66, 2.37)  0.00
P (0.35, -4.21, 0.45)  0.10
C (-1.99, 1.69, 1.33)  -0.01
H (-3.87, -3.36, 2.87)  0.00
H (5.80, 4.05, 1.10)  0.00
C (2.27, 2.35, -2.39)  0.01
C (-1.35, 2.28, 2.41)  0.08
S (-1.38, -1.01, 0.16)  0.25
C (-2.08, 2.66, 3.52)  0.02
C (4.83, 3.20, 2.81)  0.00
C (0.85, -5.89, -0.11)  0.01
C (-1.45, -4.28, 0.69)  -0.01
H (-4.02, 2.72, 4.42)  0.00
C (-2.67, 2.55, -3.96)  0.01
C (-2.05, -3.86, 1.88)  0.01
C (-2.29, 0.72, -2.46)  0.01
Ir (0.64, -2.09, -0.53)  2.17

## Properties
HOMO (alpha / beta) (eV): -10.7 / -10.8
Gap between HOMO and LUMO (alpha / beta) (eV): 7.81 / 6.29
Charge: +1
Spin multiplicity: 5
<S²>: 6.02



[5]
Density functional theory data (ωB97M-V/def2-TZVPD) for a cluster of 21 separate species, C18H74N2O21 in total at a distorted geometry.

Each line ends with the Mulliken charge.
CARTESIAN COORDINATES (ANGSTROEM)
H (-2.65, -1.48, 2.18)  0.24
O (-7.43, -8.25, 0.41)  -0.67
H (-3.08, -3.57, 5.19)  0.37
H (-4.46, -5.88, 0.30)  0.24
C (-0.51, -4.63, -6.54)  -1.81
O (-6.27, -3.44, 2.98)  -0.88
H (1.55, -5.56, -2.02)  0.43
H (-4.28, -0.60, 3.78)  0.38
H (-6.89, -1.53, 2.87)  0.39
C (-4.53, -5.39, 1.27)  -1.10
H (-0.13, -5.63, -6.32)  0.47
H (-4.70, -2.66, -1.97)  0.12
H (-8.07, -1.12, 1.05)  0.47
H (-9.19, -6.45, -1.08)  0.29
O (-8.28, -2.73, -1.72)  -0.60
H (-0.28, -2.76, -1.01)  -0.44
N (0.18, -4.14, -4.16)  0.45
H (-4.42, -4.35, 4.81)  0.50
O (0.37, -2.27, 5.42)  -0.72
O (1.88, -1.45, 0.39)  -0.58
O (-8.83, -1.16, 0.47)  -0.77
H (-7.15, -7.40, 0.76)  0.29
C (-1.09, -5.28, -2.34)  -1.21
H (-5.15, -1.71, 4.81)  0.30
H (-3.54, -0.14, 1.07)  0.39
C (-2.53, -2.43, 2.70)  -2.06
O (0.38, -5.97, 1.09)  -0.68
H (-3.19, -5.66, 6.97)  0.31
H (-3.57, -6.21, 5.61)  0.28
H (-3.66, -2.00, -2.85)  0.27
O (-7.02, -0.73, 2.37)  -0.88
H (-6.00, -4.20, -3.81)  0.31
H (-1.74, -2.20, 3.41)  0.61
H (-3.36, -1.37, 4.99)  0.36
H (-5.37, -5.91, 4.15)  0.26
H (-3.03, -5.10, -5.06)  0.35
H (-8.56, -5.51, 2.19)  0.18
H (-5.11, -2.75, 7.23)  0.37
C (1.24, -4.52, -1.89)  -1.65
H (0.07, -3.17, 5.31)  0.27
H (-2.34, -2.64, -6.12)  0.45
H (-2.89, -4.40, -3.02)  -0.94
O (1.36, -3.38, -4.58)  -0.95
C (-2.30, -5.29, -3.25)  0.86
H (-5.37, -3.90, -1.02)  0.19
H (-2.93, -6.13, -2.94)  0.60
H (-5.82, -7.65, -0.92)  0.31
H (-0.39, -6.36, 0.68)  0.32
H (-3.30, -2.42, 0.08)  0.10
O (-6.68, -3.52, 5.92)  -0.60
H (-2.74, 0.19, -0.16)  0.31
H (0.90, -2.79, 3.72)  0.48
H (-5.68, -2.40, -0.09)  0.57
H (-8.65, -3.47, -1.24)  0.30
H (2.31, -1.06, 1.15)  0.26
H (-0.98, -2.03, -5.37)  0.39
H (0.95, -1.49, 0.63)  0.31
C (-4.19, -1.55, 4.31)  -1.99
H (-6.24, -0.65, 1.83)  0.37
H (-8.82, -0.32, 0.01)  0.29
O (-5.35, -6.63, 4.78)  -0.67
H (-1.35, -4.73, -7.23)  0.36
H (0.01, -2.00, 6.27)  0.32
H (-0.14, -1.93, -2.52)  0.44
H (-4.58, -4.72, -3.75)  0.30
H (2.11, -2.58, 2.84)  0.22
O (-4.93, -2.78, 8.17)  -0.68
H (-3.62, -5.62, 1.82)  0.54
C (-3.25, -3.42, 0.51)  0.11
O (-3.62, 0.25, 0.20)  -0.70
O (-0.34, -4.83, 6.04)  -0.66
O (-7.75, -5.69, 1.70)  -0.57
C (-2.10, -3.30, 1.56)  0.68
C (-1.75, -2.79, -5.22)  -1.81
C (-2.01, -5.25, -4.70)  -1.20
H (-4.20, -2.17, 8.29)  0.30
N (-4.98, -3.10, 2.38)  1.17
H (-8.50, -5.54, -0.08)  0.46
O (-9.00, -5.53, -0.90)  -0.70
C (-3.59, -3.90, 4.28)  -1.58
O (-4.93, -7.79, -1.24)  -0.60
C (-4.64, -3.87, 1.09)  2.43
C (-0.01, -4.12, -2.67)  1.33
O (-5.48, -4.98, -3.95)  -0.75
H (-7.13, -4.37, 5.94)  0.26
O (-2.81, -6.00, 6.16)  -0.67
H (-7.18, -4.95, 1.90)  0.26
H (0.04, -5.21, 1.57)  0.34
O (1.34, -3.13, 2.94)  -0.57
H (-1.68, -6.21, -5.09)  0.40
C (-3.93, -2.76, 3.35)  1.90
H (2.05, -3.81, -2.06)  0.32
H (-2.87, -4.05, -0.28)  -0.80
H (-1.40, -5.26, -1.30)  -0.23
H (-3.03, -4.72, 3.83)  0.27
C (-0.97, -4.15, -5.14)  1.72
H (-4.49, -8.26, -0.53)  0.28
C (-0.55, -2.83, -2.07)  -0.39
H (0.30, -4.07, -7.03)  0.30
H (0.20, -5.53, 5.68)  0.29
H (-6.22, -6.63, 5.17)  0.29
H (-2.24, -2.54, -4.29)  0.21
H (-0.55, -6.23, -2.41)  0.66
H (-8.36, -1.99, -1.12)  0.37
C (-5.70, -3.49, -0.07)  -1.38
O (-4.54, -2.37, -2.87)  -0.77
H (-1.62, -2.68, -2.20)  -0.14
H (-1.17, -5.26, 6.27)  0.34
H (-5.46, -5.73, 1.71)  -0.51
H (-1.80, -4.28, 1.92)  -0.54
H (-7.17, -8.88, 1.08)  0.29
H (-1.16, -2.94, 1.13)  -0.08
H (-6.72, -3.84, 0.12)  -0.25
H (-6.35, -3.45, 5.02)  0.25
H (1.06, -4.56, -0.82)  0.38

## Properties
HOMO (eV): 0.2
Relative energy (zero: lowest compared OMol25 entry of this formula, charge and spin) (kJ/mol): 164.4
Gap between HOMO and LUMO (eV): 3.04
Charge: -2
Spin multiplicity: 1



[6]
Density functional theory data (ωB97M-V/def2-TZVPD) for the molecule C4H8O3 at a distorted geometry.

Each line ends with the natural charge from an NBO analysis.
CARTESIAN COORDINATES (ANGSTROEM)
C (0.15, 0.27, 0.03)  0.07
H (1.59, -1.32, 0.44)  0.18
O (0.02, 1.34, -0.92)  -0.47
H (-1.91, 0.70, -0.63)  0.18
C (-0.94, 0.32, -0.97)  -0.08
O (1.33, -1.14, -1.56)  -0.71
H (-0.94, -0.52, -1.64)  0.19
C (-0.75, -0.06, 1.26)  -0.05
O (-1.21, 1.03, 2.00)  -0.70
C (1.42, -0.52, -0.29)  -0.08
H (-0.45, 1.62, 2.06)  0.47
H (2.32, 0.13, -0.27)  0.18
H (-0.17, -0.82, 1.79)  0.16
H (-1.68, -0.59, 0.95)  0.17
H (1.21, -0.42, -2.19)  0.47

## Properties
HOMO (eV): -9.5
Relative energy (zero: lowest compared OMol25 entry of this formula, charge and spin) (kJ/mol): 412.0
Gap between HOMO and LUMO (eV): 10.32
Spin multiplicity: 1



Number 1: electronic energy -2955.80456 Ha. Number 2: electronic energy -307.61808 Ha. Number 3: electronic energy -154.62225 Ha. Number 4: electronic energy -3200.61791 Ha. Number 5: electronic energy -2419.65958 Ha. Number 6: electronic energy -382.80790 Ha.